A structure of composition C20H70F3O18Y, computed with ωB97M-V/def2-TZVPD.

Atoms and positions in Å:
Y  0.10157  -2.72687  4.18769
C  -0.57321  -1.26073  0.78459
O  -0.08844  0.09101  1.02828
O  -0.58214  -1.88725  2.03471
C  -1.83933  -1.30532  -0.14656
F  -2.84344  -0.44466  0.10187
F  -1.50297  -1.09642  -1.39976
F  -2.38603  -2.48437  -0.19681
C  0.55632  0.82688  -0.05831
C  0.99041  2.13472  0.62757
H  0.27148  2.73989  1.17985
H  1.80734  1.91584  1.31519
H  1.46607  2.78032  -0.11070
H  -0.19851  1.08280  -0.80183
H  1.39738  0.35868  -0.56968
H  0.17895  -1.87392  0.28826
C  -0.40255  6.23194  -0.23110
O  0.55020  6.99047  0.52358
H  -1.19880  5.87035  0.41955
H  -0.79742  6.92220  -0.97657
H  0.02307  5.33943  -0.68976
H  0.99690  6.39558  1.13035
C  -5.33463  -3.23517  -0.29465
O  -6.54964  -3.11346  0.47500
H  -5.51963  -3.70776  -1.25929
H  -4.99553  -2.20428  -0.39647
H  -4.51410  -3.84195  0.08829
H  -7.24157  -2.72667  -0.06650
C  3.19128  5.59698  1.79807
O  1.88090  5.28835  2.27419
H  3.27009  6.48558  1.17174
H  3.90691  5.55665  2.61925
H  3.53452  4.75786  1.19295
H  1.93561  4.54561  2.87994
C  -1.19726  -5.16983  2.09979
O  -0.78621  -4.85972  3.41751
H  -2.27224  -5.00246  2.03269
H  -0.72031  -4.58712  1.31172
H  -0.95574  -6.21648  1.91459
H  -1.26294  -5.52991  3.91266
C  1.09518  0.96484  -3.50678
O  0.18230  2.01080  -3.31682
H  2.07346  1.28179  -3.14537
H  0.79575  0.09225  -2.92623
H  1.21188  0.70353  -4.55854
H  0.42386  2.66628  -3.97529
C  -5.23623  -0.20194  -2.41069
O  -5.45144  0.23567  -3.72654
H  -4.96186  -1.25297  -2.32031
H  -4.36698  0.24197  -1.92545
H  -6.13256  -0.10999  -1.79731
H  -6.11063  -0.28789  -4.18801
C  4.19947  -1.83651  -2.30379
O  3.32270  -1.37624  -1.27279
H  5.24685  -1.62861  -2.08500
H  4.15387  -2.91706  -2.43955
H  3.94448  -1.38589  -3.26297
H  3.46309  -0.42812  -1.21831
C  2.79481  -4.66496  3.18269
O  1.71802  -3.88663  2.69765
H  3.70289  -4.10350  3.40235
H  2.46236  -5.05548  4.14450
H  2.93537  -5.52620  2.52954
H  1.97632  -3.73900  1.78491
C  -2.68841  2.75824  -1.77563
O  -1.68416  3.64071  -2.38063
H  -2.28953  2.01150  -1.08907
H  -3.42739  3.27134  -1.16021
H  -3.26419  2.24843  -2.54807
H  -1.03402  3.01395  -2.70634
C  2.58395  -0.36805  3.53081
O  2.17557  -1.47735  4.34113
H  3.27872  -0.78612  2.80239
H  1.70441  0.07912  3.06760
H  3.17106  0.37285  4.07346
H  2.87899  -1.65194  4.97066
C  2.07245  -4.68619  -0.59674
O  2.60726  -3.61559  0.10606
H  1.11129  -4.39540  -1.02065
H  2.73674  -4.96864  -1.41347
H  2.00689  -5.60589  -0.01540
H  2.83762  -2.89360  -0.48323
C  -4.68499  -0.90866  2.32360
O  -5.79607  -1.61979  2.85419
H  -3.93538  -1.62758  1.99294
H  -5.07521  -0.37908  1.45448
H  -4.26793  -0.25026  3.08562
H  -6.15851  -2.14364  2.13599
C  -0.20537  -3.17708  -3.55000
O  -0.17334  -2.64275  -4.84656
H  -1.24638  -3.29165  -3.24789
H  0.14822  -4.20730  -3.59140
H  0.34620  -2.57189  -2.83054
H  -1.06247  -2.66893  -5.20761
C  4.52731  1.50153  0.30696
O  4.00505  1.28015  -1.00218
H  4.40796  2.55238  0.57072
H  4.07611  0.83774  1.04445
H  5.58579  1.25007  0.37401
H  3.96673  2.16983  -1.36080
C  2.59653  4.63861  -2.15619
O  3.96051  4.21682  -1.98576
H  2.39854  5.15094  -3.09769
H  1.92741  3.81397  -1.91052
H  2.37936  5.33083  -1.34270
H  4.52619  4.97818  -2.13387
C  -2.33116  2.30218  2.23738
O  -1.50165  1.33435  2.81932
H  -3.22811  2.45737  2.83696
H  -1.98820  3.33023  2.12081
H  -2.78288  1.97466  1.30102
H  -0.93069  0.98878  2.12925

- Frontier orbital gap: 3.96 eV
- Total energy: -2495.42508 hartree
- Energy above the lowest of the compared OMol25 structures with the same formula, charge and spin: 59.9 kcal per mole
- E_HOMO: -12.6 eV
- Net charge: +2

Mulliken atomic charge list, values in e, 99 entries:
1. Y 1.471
2. C -0.019
3. O 0.697
4. O -0.143
5. C 0.483
6. F -0.064
7. F -0.097
8. F -0.194
9. C 1.321
10. C -1.033
11. H 0.310
12. H 0.092
13. H -0.202
14. H -0.232
15. H -0.532
16. H 0.012
17. C -0.256
18. O -0.540
19. H 0.251
20. H 0.303
21. H -0.037
22. H 0.317
23. C -0.030
24. O -0.606
25. H 0.407
26. H -0.234
27. H 0.129
28. H 0.311
29. C -0.381
30. O -0.604
31. H 0.341
32. H 0.370
33. H -0.058
34. H 0.285
35. C -0.485
36. O -0.377
37. H 0.356
38. H 0.115
39. H 0.322
40. H 0.298
41. C -0.269
42. O -0.572
43. H 0.117
44. H -0.151
45. H 0.456
46. H 0.226
47. C -0.242
48. O -0.535
49. H 0.198
50. H -0.071
51. H 0.329
52. H 0.311
53. C -0.809
54. O -0.508
55. H 0.274
56. H 0.328
57. H 0.284
58. H 0.140
59. C -0.855
60. O 0.283
61. H 0.279
62. H 0.398
63. H 0.257
64. H 0.205
65. C -0.392
66. O -0.556
67. H -0.144
68. H 0.441
69. H 0.278
70. H 0.518
71. C -0.257
72. O -0.459
73. H 0.296
74. H -0.180
75. H 0.431
76. H 0.284
77. C -0.668
78. O -0.431
79. H 0.121
80. H 0.373
81. H 0.316
82. H 0.339
83. C -0.195
84. O -0.626
85. H -0.064
86. H 0.185
87. H 0.260
88. H 0.415
89. C -0.356
90. O -0.537
91. H 0.276
92. H 0.382
93. H -0.082
94. H 0.325
95. C 0.116
96. O -0.495
97. H -0.039
98. H -0.215
99. H 0.311